C10H11NO3S | the ωB97M-V functional and the def2-TZVPD basis

```
26
Properties=species:S:1:pos:R:3:forces:R:3:nbo_charge:R:1
C 0.048561 -0.602484 -2.076483 1.0 0.3 -2.2 -0.035
N -0.513188 -0.317352 -3.266506 0.1 0.1 -0.4 -0.807
H 1.184911 2.298673 2.950026 -0.5 -0.2 -0.1 0.209
C -1.630189 0.404647 -0.006181 -1.2 0.9 -0.6 -0.341
H -0.077995 0.478922 -3.633381 -0.3 1.0 -1.8 0.393
H 1.651963 -1.931247 2.322160 -0.6 1.1 -0.5 0.212
O 2.077257 0.820811 -3.126786 -1.1 0.0 0.5 -0.885
H 0.900762 -2.707948 0.143637 0.5 -0.4 0.4 0.204
H -2.149522 1.341881 -0.201074 0.2 0.2 0.6 0.186
C 0.359946 -1.805882 -0.048050 -0.3 1.0 1.3 -0.148
C -0.563132 0.354301 0.809789 -1.2 -1.4 -2.0 -0.098
C 0.805117 1.417366 2.418642 3.9 -0.2 1.7 -0.168
H -0.789559 -2.512182 -1.697619 -0.2 0.3 -0.6 0.227
H 2.350121 0.102484 3.515948 -0.8 0.2 -1.0 0.220
S 1.350667 0.643982 -1.900455 -0.9 0.5 1.5 2.315
H -2.070797 -0.311561 -0.715422 0.7 -0.3 1.0 0.202
H -0.732114 2.337114 1.367840 -0.5 1.6 -0.1 0.208
O 0.234762 1.888614 -1.698901 0.6 -2.9 -3.6 -0.882
C -0.178307 -1.675385 -1.377747 0.4 -1.4 1.8 -0.329
H 0.497800 2.403137 -0.998947 1.2 2.0 3.0 0.498
C 1.194524 -0.928081 2.078784 -0.4 -3.3 -1.7 -0.165
C -0.123522 1.499324 1.510980 -0.9 -0.2 0.1 -0.240
C 0.253015 -0.838652 0.906245 1.4 -2.2 0.7 -0.043
H -1.393253 -0.637884 -3.587580 -0.5 -0.1 0.0 0.403
O 2.068487 0.466270 -0.683397 0.3 0.5 -0.2 -0.902
C 1.605643 0.143221 2.678749 -0.6 2.9 2.0 -0.235
```
Forces are in eV/Å.

Summary:
SMILES: C=c1cccc/c1=C/C=C(/N)S(=O)(=O)O
gap between HOMO and LUMO: 7.219 eV
largest force on an atom: 0.091 hartree/bohr